No. 1
51
Properties=species:S:1:pos:R:3 method="wB97M-V/def2-TZVPD" e_above_lowest_kj_mol=36.8 total_charge=+2 e_tot_ev=-133170.1696 homo_ev=-15.0 gap_ev=5.8
W 0.591 -0.045 1.634
Cl 2.426 0.946 4.393
C 3.265 0.825 2.911
C 2.529 0.586 1.719
C 3.254 0.601 0.503
Cl 2.365 0.430 -0.960
C 4.625 0.728 0.456
Cl 5.456 0.688 -1.030
C 5.326 0.900 1.666
Cl 7.003 1.049 1.638
C 4.643 0.960 2.895
Cl 5.502 1.201 4.343
C -1.326 -4.091 -5.413
C -1.220 -3.444 -4.068
C -2.175 -3.687 -3.079
C -2.075 -3.103 -1.831
C -0.990 -2.256 -1.592
C -0.011 -1.991 -2.559
C -0.142 -2.589 -3.789
S -0.864 -1.567 -0.048
O -1.906 -1.967 0.828
O 0.564 -1.742 0.520
N -0.591 0.058 -0.042
C -1.554 1.079 -0.158
C -2.737 1.101 -0.843
C -3.526 2.273 -0.817
C -3.124 3.386 -0.130
C -1.907 3.368 0.597
C -1.391 4.446 1.343
C -0.198 4.301 2.021
C 0.456 3.074 2.019
N -0.002 2.027 1.322
C -1.144 2.197 0.577
H -2.226 -4.694 -5.503
H -0.461 -4.733 -5.588
H -1.329 -3.336 -6.200
H -3.003 -4.350 -3.287
H -2.804 -3.299 -1.057
H 0.829 -1.348 -2.339
H 0.602 -2.407 -4.554
H -3.066 0.240 -1.412
H -4.460 2.283 -1.360
H -3.728 4.284 -0.131
H -1.934 5.382 1.385
H 0.226 5.116 2.589
H 1.350 2.919 2.606
O 0.814 -1.478 2.977
S -0.238 -1.359 4.146
O -1.263 -2.314 3.967
O 0.406 -1.147 5.387
S -0.835 0.500 3.350


No. 2
49
Properties=species:S:1:pos:R:3 method="wB97M-V/def2-TZVPD" e_tot_ev=-138668.5178 homo_ev=-8.7 gap_ev=7.4
Al 5.948 12.460 10.762
Br 7.667 5.858 13.013
C 6.888 7.535 12.717
C 5.687 7.417 12.070
C 5.050 8.555 11.611
C 5.664 9.887 11.745
O 5.133 10.992 11.276
C 6.804 9.912 12.544
C 7.357 11.149 12.952
N 6.905 12.317 12.514
C 7.274 13.548 13.087
C 8.232 13.777 14.065
C 8.526 15.075 14.523
C 7.744 16.124 14.124
C 6.614 15.919 13.263
C 5.938 16.964 12.643
C 5.087 16.722 11.626
C 4.980 15.387 11.134
N 5.652 14.381 11.614
C 6.496 14.588 12.695
C 7.420 8.703 13.026
H 5.172 6.495 11.974
H 4.096 8.436 11.034
H 8.054 11.180 13.795
H 8.946 12.908 14.436
H 9.256 15.210 15.264
H 7.889 17.094 14.483
H 6.071 18.075 12.932
H 4.668 17.479 11.016
H 4.347 15.086 10.353
H 8.333 8.802 13.665
O 5.142 11.058 8.086
S 4.776 12.452 8.061
O 3.543 12.847 7.391
O 4.832 13.099 9.414
C 6.030 13.454 7.247
C 5.674 14.007 6.048
C 6.517 14.803 5.247
C 7.803 15.086 5.749
C 8.246 14.512 6.982
C 7.399 13.766 7.735
S 8.162 13.246 9.209
O 7.985 14.354 10.113
O 9.493 12.787 8.986
O 7.279 12.092 9.675
H 4.652 13.926 5.620
H 6.237 15.192 4.328
H 8.403 15.847 5.258
H 9.267 14.669 7.357


No. 3
47
Properties=species:S:1:pos:R:3 method="wB97M-V/def2-TZVPD" e_above_lowest_kj_mol=0.0 e_tot_ev=-65468.9808 homo_ev=-8.6 gap_ev=7.6
Au 0.379 -0.408 1.333
S 0.648 -2.318 2.495
C 1.617 -3.170 1.284
C 2.215 -4.376 1.667
C 2.953 -5.064 0.731
C 3.097 -4.533 -0.549
C 2.487 -3.329 -0.821
N 1.749 -2.655 0.070
H 2.106 -4.744 2.679
H 3.426 -6.000 0.997
H 3.680 -5.037 -1.307
H 2.584 -2.863 -1.795
O 4.974 2.639 -0.561
C 3.911 3.337 -0.912
O 3.985 4.384 -1.501
C 2.575 2.759 -0.563
C 1.357 3.244 -1.008
Cl 1.010 4.530 -2.048
N 0.375 2.449 -0.531
N 0.907 1.477 0.243
C 2.225 1.645 0.213
C 3.045 0.687 1.037
O 4.249 0.586 0.835
O 2.360 0.073 1.918
C -1.025 2.529 -0.811
C -1.637 1.458 -1.438
C -2.991 1.532 -1.726
C -3.712 2.667 -1.390
C -3.083 3.735 -0.762
C -1.731 3.672 -0.466
H 4.750 1.803 -0.060
H -1.058 0.583 -1.703
H -3.480 0.696 -2.209
H -4.768 2.722 -1.618
H -3.646 4.620 -0.499
H -1.230 4.491 0.030
F -5.498 -1.785 0.474
C -4.193 -1.494 0.650
C -3.248 -2.448 0.325
C -1.907 -2.149 0.515
C -1.531 -0.902 1.005
C -2.503 0.038 1.321
C -3.850 -0.257 1.149
H -3.565 -3.408 -0.061
H -1.159 -2.890 0.271
H -2.227 1.013 1.705
H -4.621 0.460 1.394


No. 4
55
Properties=species:S:1:pos:R:3 method="wB97M-V/def2-TZVPD" multiplicity=5 total_charge=-1 e_tot_ev=-74150.5110 homo_ev="-4.1 / -5.6" s_squared=6.0544 gap_ev="5.8 / 5.2"
Rh -4.479 -9.915 -15.457
Cl -4.583 -4.166 -11.978
C -4.689 -5.640 -12.740
C -7.048 -6.053 -13.567
C -7.520 -7.326 -14.212
I -9.522 -7.957 -14.168
C -6.657 -7.877 -15.185
O -6.783 -8.876 -15.932
C -4.444 -7.391 -14.198
N -3.615 -8.472 -14.605
C -2.334 -8.336 -14.781
C -1.654 -7.211 -14.275
C -2.350 -6.171 -13.674
C -3.764 -6.226 -13.574
H -7.862 -5.614 -13.029
H -1.820 -9.151 -15.217
H -0.567 -7.185 -14.416
H -1.931 -5.334 -13.163
O -3.125 -8.964 -19.251
C -3.507 -9.595 -18.305
O -3.901 -9.016 -17.208
C -3.771 -11.092 -18.511
C -3.657 -11.569 -19.831
C -3.989 -12.872 -20.171
C -4.519 -13.763 -19.284
C -4.528 -13.397 -17.942
C -4.273 -12.011 -17.557
O -4.829 -11.735 -16.392
N -4.876 -14.440 -17.018
O -5.808 -15.180 -17.404
O -4.199 -14.556 -16.012
N -3.723 -13.321 -21.505
O -2.896 -12.602 -22.094
O -4.159 -14.398 -21.985
H -3.303 -10.923 -20.638
H -4.859 -14.662 -19.747
B -5.056 -8.802 -11.906
N -4.436 -10.079 -12.465
C -3.759 -10.890 -11.648
C -3.689 -12.133 -12.272
C -4.338 -12.009 -13.520
N -4.812 -10.734 -13.633
N -5.413 -7.803 -13.100
C -5.910 -6.513 -12.629
C -6.663 -5.142 -14.675
C -5.797 -5.698 -15.594
N -5.401 -7.050 -15.372
H -5.868 -9.065 -11.063
H -4.249 -8.406 -11.062
H -3.387 -10.589 -10.663
H -3.321 -13.059 -11.883
H -4.512 -12.641 -14.367
H -6.347 -6.625 -11.626
H -6.758 -4.066 -14.549
H -5.400 -5.174 -16.519


No. 5
42
Properties=species:S:1:pos:R:3 method="wB97M-V/def2-TZVPD" e_above_lowest_kj_mol=123.8 e_tot_ev=-57726.1835 homo_ev=-6.4 gap_ev=3.5
F -1.722 -2.993 0.538
C -2.683 -2.050 0.508
F -3.110 -1.867 -0.756
F -3.713 -2.417 1.292
C -2.116 -0.744 1.033
C -2.627 0.462 0.583
C -2.136 1.650 1.063
C -1.109 1.664 2.019
C -0.587 2.891 2.502
C 0.379 2.959 3.399
N 1.247 2.949 4.216
C -0.608 0.432 2.471
C -1.109 -0.750 1.984
H -3.412 0.450 -0.157
H -2.530 2.587 0.708
H -0.985 3.816 2.125
H 0.183 0.431 3.204
H -0.725 -1.698 2.326
Cl 1.273 8.073 6.459
C 0.165 6.805 6.127
C 0.285 5.584 6.783
C -0.598 4.574 6.517
C -1.650 4.737 5.580
C -2.531 3.644 5.398
C -3.657 3.430 4.566
C -4.291 2.165 4.643
C -5.406 1.878 3.904
C -5.936 2.835 3.044
Cl -7.325 2.474 2.101
C -5.338 4.088 2.944
C -4.224 4.380 3.682
C -1.732 5.987 4.920
C -0.851 6.997 5.198
H 1.072 5.451 7.507
H -0.489 3.625 7.013
H -2.312 2.809 6.042
H -3.883 1.419 5.302
H -5.899 0.924 3.996
H -5.791 4.824 2.301
H -3.807 5.359 3.590
H -2.488 6.173 4.188
H -0.938 7.961 4.723


No. 6
44
Properties=species:S:1:pos:R:3 method="wB97M-V/def2-TZVPD" multiplicity=3 e_above_lowest_kj_mol=0.0 total_charge=+3 e_tot_ev=-108470.7024 homo_ev="-17.2 / -17.2" s_squared=2.2048 gap_ev="5.1 / 5.9"
W 0.449 -0.611 -0.346
Se -0.776 6.360 -3.379
N -0.201 4.825 -4.072
C -0.070 4.000 -3.073
C 0.260 2.537 -3.180
C 0.771 1.957 -4.388
C 1.157 0.630 -4.385
C 0.921 -0.131 -3.299
N 0.557 0.419 -2.153
C 0.276 1.739 -2.084
C -0.073 2.278 -0.795
N -0.060 1.386 0.181
C -0.437 1.751 1.427
C -0.820 3.053 1.719
C -0.671 4.008 0.726
C -0.312 3.617 -0.565
C -0.416 4.493 -1.810
N -0.779 5.726 -1.734
H 0.934 2.618 -5.187
H 1.723 0.207 -5.196
H 1.136 -1.202 -3.374
H -0.481 0.989 2.221
H -0.962 3.383 2.772
H -0.821 5.091 0.740
C -1.854 -3.002 -0.851
C -1.319 -3.055 0.537
C -1.890 -3.882 1.503
C -1.350 -3.959 2.797
C -0.115 -3.263 3.011
C 0.661 -3.311 4.200
C 1.955 -2.800 4.281
C 2.575 -2.154 3.253
C 1.770 -1.930 2.145
S 2.319 -0.944 0.781
C 0.452 -2.510 1.950
N -0.206 -2.275 0.794
H -1.650 -2.085 -1.407
H -2.943 -3.064 -0.835
H -1.494 -3.813 -1.406
H -2.863 -4.301 1.257
H -1.752 -4.578 3.538
H 0.237 -3.695 5.091
H 2.587 -2.824 5.245
H 3.575 -1.677 3.351


No. 7
56
Properties=species:S:1:pos:R:3 method="wB97M-V/def2-TZVPD" e_above_lowest_kj_mol=36.0 total_charge=-2 e_tot_ev=-162459.3277 homo_ev="-2.2 / -2.2" gap_ev="6.2 / 6.2"
Ni -1.322 -0.948 1.292
Cl -1.393 -1.446 4.382
C 0.189 -1.211 3.702
C 0.291 -0.926 2.330
C 1.553 -0.505 1.915
Cl 1.745 0.179 0.337
C 2.674 -0.514 2.750
Cl 4.229 -0.025 2.162
C 2.544 -0.903 4.076
Cl 3.925 -0.946 5.123
C 1.281 -1.224 4.565
Cl 1.089 -1.609 6.247
C 3.212 2.357 -4.882
C 2.399 1.322 -4.146
C 1.184 1.644 -3.558
C 0.447 0.686 -2.866
C 0.915 -0.610 -2.757
C 2.131 -0.945 -3.344
C 2.863 0.011 -4.028
S -0.026 -1.879 -1.874
O 0.991 -2.536 -1.085
O -0.593 -2.660 -2.971
N -1.076 -1.132 -1.010
C -2.419 -1.065 -1.569
C -3.451 -0.604 -0.533
O -4.540 -0.193 -0.945
O -3.119 -0.663 0.705
H 2.700 3.320 -4.896
H 3.393 2.057 -5.917
H 4.186 2.502 -4.408
H 0.810 2.661 -3.631
H -0.487 0.944 -2.385
H 2.500 -1.957 -3.235
H 3.817 -0.256 -4.472
H -2.773 -2.036 -1.928
H -2.509 -0.386 -2.430
N -0.681 5.204 1.037
C -0.846 3.821 1.132
C -1.328 3.075 0.064
C -1.486 1.711 0.210
N -1.190 1.054 1.331
C -0.760 1.777 2.366
C -0.580 3.144 2.318
H -0.534 5.529 0.094
H 0.015 5.573 1.666
H -1.572 3.546 -0.881
H -1.845 1.113 -0.611
H -0.541 1.233 3.274
H -0.223 3.672 3.194
F -3.286 -5.735 2.183
C -2.176 -5.005 1.965
F -1.279 -5.396 2.905
F -1.688 -5.398 0.781
C -2.434 -3.468 2.066
O -3.434 -3.123 2.669
O -1.488 -2.828 1.519


No. 8
49
Properties=species:S:1:pos:R:3 method="wB97M-V/def2-TZVPD" e_above_lowest_kj_mol=29.2 total_charge=-1 e_tot_ev=-65426.5696 homo_ev=-3.9 gap_ev=5.4
C -3.245 3.663 1.770
C -3.489 2.564 2.601
C -3.249 1.265 2.143
C -2.773 1.064 0.841
S -2.441 -0.619 0.278
C -0.809 -0.989 0.628
C -0.320 -2.304 0.503
C 1.064 -2.566 0.787
C 1.613 -3.814 0.648
C 0.834 -4.882 0.146
N 1.468 -6.125 -0.142
O 0.801 -7.052 -0.656
O 2.690 -6.236 0.129
C -0.543 -4.671 -0.158
C -1.106 -3.419 0.013
O -3.342 -1.409 1.092
O -2.639 -0.533 -1.158
C -2.635 2.153 -0.027
C -2.823 3.453 0.455
H -3.390 4.671 2.147
H -3.862 2.702 3.616
H -3.427 0.398 2.781
H -0.153 -0.159 0.869
H 1.694 -1.714 1.068
H 2.664 -3.977 0.882
H -1.125 -5.516 -0.528
H -2.158 -3.254 -0.249
H -2.370 1.972 -1.070
H -2.632 4.292 -0.212
F 4.939 4.941 1.240
C 4.096 4.179 0.464
F 4.838 3.503 -0.491
S 3.201 3.022 1.539
N 2.484 2.181 0.223
C 2.637 0.793 0.049
O 3.196 0.027 0.824
C 1.821 0.472 -1.154
C 1.048 1.583 -1.463
C -0.092 1.480 -2.257
C -0.455 0.201 -2.689
C 0.378 -0.906 -2.461
C 1.549 -0.778 -1.710
C 1.460 2.720 -0.597
O 1.010 3.853 -0.548
H 3.366 4.828 -0.043
H -0.683 2.367 -2.498
H -1.394 0.071 -3.227
H 0.079 -1.879 -2.847
H 2.224 -1.618 -1.550


No. 9
44
Properties=species:S:1:pos:R:3 method="wB97M-V/def2-TZVPD" multiplicity=2 e_above_lowest_kj_mol=2.4 total_charge=+1 e_tot_ev=-45513.0565 homo_ev="-7.7 / -10.9" s_squared=0.7793 gap_ev="4.4 / 7.6"
Hg 0.136 -0.532 0.314
C 4.246 -1.063 1.662
C 2.932 -1.274 1.381
N 2.157 -0.340 0.751
C 2.729 0.868 0.375
C 4.092 1.129 0.659
C 4.850 0.163 1.304
C 4.639 2.401 0.257
C 3.895 3.327 -0.375
C 2.514 3.082 -0.676
C 1.701 3.998 -1.323
C 0.368 3.695 -1.579
C -0.116 2.465 -1.172
N 0.634 1.557 -0.550
C 1.947 1.835 -0.289
H 4.810 -1.837 2.161
H 2.439 -2.199 1.650
H 5.890 0.353 1.528
H 5.680 2.593 0.482
H 4.326 4.277 -0.668
H 2.115 4.952 -1.627
H -0.283 4.393 -2.083
H -1.150 2.189 -1.350
N -3.592 -2.458 -0.299
C -4.112 -1.310 0.284
C -5.413 -0.906 0.561
C -5.555 0.335 1.148
C -4.448 1.145 1.447
C -3.159 0.738 1.171
C -3.010 -0.513 0.582
N -1.863 -1.193 0.181
C -2.251 -2.341 -0.343
C -1.330 -3.317 -0.910
C -1.635 -4.524 -1.467
S -0.210 -5.274 -2.019
C 0.699 -3.933 -1.472
N 0.002 -2.991 -0.914
H -4.123 -3.240 -0.644
H -6.269 -1.524 0.331
H -6.546 0.695 1.384
H -4.614 2.110 1.907
H -2.303 1.361 1.400
H -2.594 -5.002 -1.581
H 1.773 -3.891 -1.582


No. 10
54
Properties=species:S:1:pos:R:3 method="wB97M-V/def2-TZVPD" e_above_lowest_kj_mol=57.0 total_charge=-1 e_tot_ev=-71111.7288 homo_ev="-4.8 / -4.8" gap_ev="5.6 / 5.6"
Pt -0.250 -0.318 0.488
O -2.408 -3.773 -1.492
S -2.333 -2.364 -1.186
O -3.186 -1.870 -0.136
N -0.840 -1.866 -0.887
C 0.179 -2.255 -1.742
C 0.071 -3.060 -2.857
C 1.198 -3.383 -3.636
C 2.445 -2.923 -3.325
C 2.597 -2.071 -2.207
C 3.844 -1.533 -1.820
C 3.921 -0.696 -0.751
C 2.740 -0.361 -0.056
N 1.571 -0.859 -0.392
C 1.470 -1.722 -1.444
C -2.790 -1.497 -2.679
C -3.614 -2.115 -3.603
C -4.015 -1.418 -4.733
C -3.587 -0.114 -4.934
C -2.758 0.495 -4.004
C -2.356 -0.194 -2.870
H -0.879 -3.485 -3.134
H 1.054 -4.028 -4.492
H 3.312 -3.190 -3.913
H 4.727 -1.795 -2.391
H 4.853 -0.260 -0.428
H 2.747 0.335 0.770
H -3.926 -3.136 -3.437
H -4.657 -1.895 -5.461
H -3.898 0.427 -5.817
H -2.415 1.508 -4.157
H -1.704 0.279 -2.147
O 0.818 5.435 6.326
N 0.006 4.592 5.992
O -1.153 4.566 6.372
C 0.441 3.553 5.090
C -0.478 2.599 4.657
C -0.020 1.624 3.822
C 1.343 1.506 3.264
O 1.637 0.651 2.441
C 2.194 2.541 3.806
C 1.765 3.515 4.673
N 3.604 2.573 3.437
O 4.326 3.353 4.034
O 3.987 1.820 2.566
N -0.910 0.657 3.263
O -0.600 -0.486 3.201
O -1.771 1.134 2.438
H -1.506 2.636 4.981
H 2.467 4.257 5.026
I 0.051 2.314 -0.186
C -2.048 0.203 1.303
H -2.721 0.789 0.681
H -2.546 -0.694 1.685